No. 1
Formula: C11H30O9
Source: the Open Molecules 2025 dataset
Level of theory: ωB97M-V with the def2-TZVPD basis set

Output
HOMO-LUMO gap	0.37443	Ha
E_LUMO	0.56	eV
SMILES string	O=C1OCCO1.COCCOC.CO.CO.CO.CO
ΔE to the lowest compared entry with this formula, charge and spin	1.3958	eV

Structure (XYZ):
```
50
C11H30O9 | the Open Molecules 2025 dataset | ωB97M-V with the def2-TZVPD basis set
O 1.846 1.920 -2.238
C 0.645 2.064 -1.937
O 0.203 2.807 -0.923
C -1.238 2.819 -0.903
C -1.540 1.520 -1.792
O -0.354 1.466 -2.530
H -1.572 2.707 0.123
H -1.578 3.739 -1.400
H -2.361 1.643 -2.530
H -1.659 0.664 -1.132
C -3.766 -1.657 -1.863
O -3.974 -0.833 -0.788
C -3.398 -1.273 0.455
C -3.357 -0.122 1.438
O -2.416 0.868 1.143
C -1.187 0.763 1.982
H -4.287 -2.589 -1.634
H -2.657 -1.819 -2.109
H -4.284 -1.258 -2.711
H -2.442 -1.757 0.396
H -4.046 -2.035 0.871
H -3.227 -0.544 2.425
H -4.348 0.316 1.500
H -0.917 -0.224 2.315
H -1.201 1.473 2.753
H -0.399 1.026 1.354
C 2.238 1.912 1.627
O 2.379 0.478 1.621
H 1.261 2.141 2.158
H 3.075 2.493 2.047
H 2.039 2.266 0.613
H 3.152 0.184 1.156
C 0.989 -2.796 1.886
O 0.521 -1.725 2.661
H 1.903 -2.591 1.298
H 1.311 -3.609 2.549
H 0.244 -3.204 1.188
H 1.138 -0.931 2.538
C 1.108 -1.328 -1.382
O 0.568 -0.562 -0.322
H 2.157 -1.371 -1.290
H 0.765 -2.363 -1.282
H 0.900 -0.819 -2.341
H 1.201 -0.375 0.422
C 4.295 0.274 -1.546
O 4.461 -0.271 -0.247
H 3.485 0.968 -1.344
H 5.167 0.958 -1.827
H 4.001 -0.457 -2.339
H 5.152 -0.955 -0.115
```

---

No. 2
Formula: C25H56N3O5
Source: the Open Molecules 2025 dataset
Level of theory: ωB97M-V with the def2-TZVPD basis set

Output
HOMO-LUMO gap	0.19028	Ha
total charge	+1
E_LUMO	-2.31	eV

Structure (XYZ):
```
89
C25H56N3O5 | the Open Molecules 2025 dataset | ωB97M-V with the def2-TZVPD basis set
C -1.851 2.337 -3.139
C -1.651 2.956 -1.731
C -2.390 2.160 -0.623
N -2.256 2.856 0.755
C -0.852 2.663 1.392
C -2.629 4.389 0.759
C -3.226 4.574 2.188
C -4.232 3.389 2.264
C -3.382 2.206 1.604
H -1.251 1.430 -3.211
H -1.513 3.001 -3.934
H -2.896 2.131 -3.374
H -1.883 3.988 -1.995
H -0.582 2.904 -1.526
H -2.038 1.149 -0.419
H -3.436 1.972 -0.866
H -0.260 3.178 0.636
H -0.730 1.603 1.612
H -0.689 3.279 2.277
H -1.733 4.999 0.647
H -3.319 4.604 -0.057
H -2.455 4.609 2.957
H -3.772 5.515 2.261
H -4.343 3.143 3.319
H -5.226 3.528 1.839
H -2.927 1.566 2.360
H -4.129 1.515 1.212
C -3.022 -3.079 1.675
C -1.943 -3.648 0.613
C -0.588 -2.837 0.684
N 0.532 -3.630 -0.109
C 0.150 -3.739 -1.625
C 0.730 -5.122 0.451
C 2.134 -5.455 0.228
C 2.822 -4.147 0.601
C 1.951 -3.068 0.098
H -3.273 -2.040 1.463
H -2.522 -3.117 2.643
H -3.941 -3.663 1.629
H -2.387 -3.596 -0.381
H -1.840 -4.732 0.664
H -0.259 -2.828 1.723
H -0.774 -1.813 0.361
H -0.741 -4.340 -1.807
H 0.930 -4.270 -2.171
H 0.027 -2.688 -1.887
H 0.052 -5.824 -0.034
H 0.433 -5.233 1.494
H 2.269 -5.807 -0.795
H 2.389 -6.338 0.815
H 3.794 -4.035 0.119
H 3.108 -4.024 1.645
H 2.346 -2.643 -0.824
H 1.850 -2.287 0.852
C 3.209 0.568 -3.032
N 2.085 1.236 -2.371
C 1.691 2.481 -3.197
C 0.830 0.288 -2.359
C 2.433 1.621 -0.936
C 1.375 2.568 -0.242
O 1.248 3.874 -0.727
H 3.163 0.539 -4.120
H 3.158 -0.486 -2.757
H 4.135 0.954 -2.606
H 1.668 2.416 -4.284
H 2.469 3.197 -2.932
H 0.696 2.844 -2.940
H 1.010 -0.618 -1.780
H 0.760 0.067 -3.424
H -0.115 0.735 -2.051
H 3.362 2.178 -0.816
H 2.503 0.699 -0.358
H 1.656 2.690 0.805
H 0.341 2.233 -0.160
H 0.929 4.465 -0.042
C 3.106 -1.414 2.006
C 3.870 -1.376 3.274
O 3.752 -0.407 4.046
O 4.622 -2.274 3.550
H 2.810 -2.411 1.677
H 3.517 -0.897 1.138
H 2.151 -0.931 2.210
C -0.405 -0.529 1.554
C 0.270 -0.127 0.276
O 1.521 -0.206 0.220
O -0.507 0.329 -0.581
H -1.150 -1.265 1.253
H -0.957 0.281 2.032
H 0.212 -0.964 2.341
```

---

No. 3
Formula: C6H8N2O
Source: the Open Molecules 2025 dataset
Level of theory: ωB97M-V with the def2-TZVPD basis set

Output
HOMO-LUMO gap	0.33878	Ha
E_LUMO	0.49	eV
SMILES string	CC(=O)c1nccn1C
ΔE to the lowest compared entry with this formula, charge and spin	3.6898	eV

Structure (XYZ):
```
17
C6H8N2O | the Open Molecules 2025 dataset | ωB97M-V with the def2-TZVPD basis set
C 1.873 1.411 -0.216
C 0.463 1.445 0.115
O -0.074 2.471 0.236
C -0.227 0.169 0.237
N -1.284 0.056 1.156
C -1.663 -1.280 1.051
C -0.868 -1.981 0.048
N -0.059 -0.999 -0.460
C 0.904 -1.227 -1.499
H 2.228 0.948 -1.306
H 2.273 2.221 -0.045
H 2.527 0.625 0.309
H -2.627 -1.764 1.552
H -0.786 -2.796 -0.309
H 0.832 -2.103 -1.951
H 0.799 -0.435 -2.249
H 1.844 -1.094 -1.167
```

---

No. 4
Formula: C30H72ClN6O7S
Source: the Open Molecules 2025 dataset
Level of theory: ωB97M-V with the def2-TZVPD basis set

Output
HOMO-LUMO gap	0.24698	Ha
total charge	-1
E_LUMO	2.15	eV

Structure (XYZ):
```
117
C30H72ClN6O7S | the Open Molecules 2025 dataset | ωB97M-V with the def2-TZVPD basis set
C 2.956 -2.341 3.311
C 2.309 -1.954 1.968
C 0.866 -2.447 1.887
O 0.172 -2.079 0.725
C -0.095 -0.691 0.664
C -1.089 -0.236 -0.435
C -0.546 1.121 -0.927
C -0.400 2.157 0.199
C -1.579 3.124 0.333
S -1.731 3.816 2.001
C -1.196 -1.256 -1.654
O -1.701 -2.340 -1.376
O -0.828 -0.803 -2.750
N -2.422 -0.047 0.206
C -2.848 -1.207 1.000
C -3.264 -0.857 2.448
N -4.558 -1.467 2.809
C -3.445 0.288 -0.776
C -4.701 0.845 -0.086
C -5.218 2.159 -0.673
Cl -6.050 -0.354 -0.119
H 3.431 -1.480 3.787
H 3.732 -3.098 3.184
H 2.214 -2.725 4.015
H 2.348 -0.871 1.841
H 2.871 -2.394 1.140
H 0.865 -3.542 1.897
H 0.321 -2.108 2.785
H 0.847 -0.148 0.524
H -0.497 -0.373 1.639
H 0.430 0.913 -1.369
H -1.147 1.515 -1.749
H 0.495 2.766 0.019
H -0.232 1.679 1.162
H -2.520 2.651 0.073
H -1.409 4.007 -0.284
H -2.342 2.797 2.612
H -2.052 -1.944 0.999
H -3.702 -1.705 0.532
H -2.514 -1.244 3.142
H -3.303 0.232 2.542
H -4.504 -1.995 3.670
H -5.288 -0.776 2.913
H -3.715 -0.586 -1.385
H -3.072 1.038 -1.473
H -4.481 0.983 0.972
H -4.396 2.787 -1.017
H -5.812 2.701 0.064
H -5.876 1.957 -1.521
C 3.718 4.369 4.247
C 2.255 3.938 4.277
C 2.030 2.456 3.941
O 2.143 2.119 2.577
C 3.454 1.921 2.093
N 1.468 4.835 3.428
H 4.066 4.515 3.224
H 3.837 5.319 4.770
H 4.364 3.630 4.727
H 1.893 4.065 5.303
H 1.000 2.205 4.210
H 2.696 1.819 4.542
H 4.093 1.460 2.856
H 3.916 2.853 1.757
H 3.393 1.251 1.236
H 0.486 4.599 3.537
H 1.667 4.595 2.460
C -1.447 0.483 -7.404
C -0.877 1.812 -6.922
C -0.812 1.949 -5.397
O -2.051 2.197 -4.768
C -2.838 1.031 -4.552
N -1.617 2.911 -7.556
H -2.533 0.464 -7.321
H -1.197 0.329 -8.455
H -1.047 -0.351 -6.826
H 0.159 1.875 -7.274
H -0.192 2.822 -5.166
H -0.333 1.072 -4.943
H -2.204 0.165 -4.349
H -3.514 0.831 -5.389
H -3.447 1.218 -3.667
H -1.163 3.791 -7.333
H -2.524 2.966 -7.100
C 7.323 0.232 -2.720
C 6.278 1.327 -2.525
C 6.538 2.224 -1.308
O 6.236 1.647 -0.054
C 7.207 0.766 0.469
N 4.952 0.713 -2.530
H 7.156 -0.601 -2.038
H 7.260 -0.163 -3.733
H 8.335 0.611 -2.561
H 6.328 1.989 -3.396
H 5.887 3.098 -1.382
H 7.577 2.584 -1.312
H 8.219 1.092 0.208
H 7.063 -0.261 0.123
H 7.102 0.777 1.554
H 4.227 1.422 -2.550
H 4.814 0.217 -1.653
C -3.504 -6.800 0.710
C -3.292 -5.289 0.761
C -2.472 -4.819 1.967
O -3.153 -4.815 3.215
C -3.235 -6.061 3.864
N -4.586 -4.619 0.634
H -4.292 -7.116 1.396
H -3.812 -7.093 -0.294
H -2.589 -7.343 0.960
H -2.704 -5.004 -0.118
H -2.187 -3.783 1.790
H -1.547 -5.407 2.059
H -2.330 -6.655 3.698
H -4.101 -6.644 3.537
H -3.336 -5.869 4.933
H -4.435 -3.619 0.553
H -5.095 -4.720 1.509
```

---

No. 5
Formula: C9H17NOSSn
Source: the Open Molecules 2025 dataset
Level of theory: ωB97M-V with the def2-TZVPD basis set

Output
HOMO-LUMO gap	0.14548	Ha
total charge	+2
E_LUMO	-11.40	eV

Structure (XYZ):
```
30
C9H17NOSSn | the Open Molecules 2025 dataset | ωB97M-V with the def2-TZVPD basis set
C -3.116 0.610 0.818
C -2.958 1.247 -0.671
C -1.842 0.408 -1.468
C -0.583 1.260 -1.963
C 0.491 1.615 -0.827
C 0.866 0.310 0.013
C 2.150 0.313 0.992
C 2.688 -1.224 0.879
S 2.887 -2.172 2.497
C 1.415 -1.958 0.166
O 0.879 -3.039 0.436
N 1.057 -0.927 -0.859
H -3.475 1.365 1.590
H -3.808 -0.304 0.810
H -2.091 0.225 1.166
H -3.966 1.068 -1.193
H -2.795 2.373 -0.655
H -2.357 0.010 -2.421
H -1.591 -0.511 -0.846
H -0.909 2.243 -2.469
H -0.058 0.663 -2.800
H 1.439 1.977 -1.383
H 0.191 2.498 -0.156
H 0.004 0.034 0.705
H 2.914 1.153 0.951
H 1.654 0.408 2.027
H 3.604 -1.250 0.176
H 2.832 -3.538 2.119
H 1.993 -0.684 -1.259
Sn 2.485 -4.171 3.626
```

---

No. 6
Formula: C5H7F3
Source: the Open Molecules 2025 dataset
Level of theory: ωB97M-V with the def2-TZVPD basis set

Output
HOMO-LUMO gap	0.39711	Ha
E_LUMO	0.91	eV
SMILES string	CC1(C)[C@@H](F)C1(F)F
ΔE to the lowest compared entry with this formula, charge and spin	1.4706	eV

Structure (XYZ):
```
15
C5H7F3 | the Open Molecules 2025 dataset | ωB97M-V with the def2-TZVPD basis set
C -0.697 0.889 1.155
C -0.159 0.007 0.041
C -1.077 -0.987 -0.632
C 1.048 0.569 -1.036
F 1.578 1.802 -0.720
C 1.311 -0.428 0.085
F 1.598 -1.648 -0.319
F 2.158 -0.169 1.066
H -1.198 0.190 1.894
H -1.509 1.588 0.862
H 0.018 1.450 1.734
H -2.033 -0.898 0.138
H -0.708 -2.055 -0.637
H -1.352 -0.597 -1.621
H 1.020 0.286 -2.009
```

---

No. 7
Formula: C35H45AsN5O2PtS2
Source: the Open Molecules 2025 dataset
Level of theory: ωB97M-V with the def2-TZVPD basis set

Output
HOMO-LUMO gap (alpha / beta)	0.26327 / 0.20531	Ha
total charge	+1
E_LUMO (alpha / beta)	-2.24 / -5.42	eV
expectation value of S²	6.056
2S+1	5
ΔE to the lowest compared entry with this formula, charge and spin	0.7477	eV

Structure (XYZ):
```
91
C35H45AsN5O2PtS2 | the Open Molecules 2025 dataset | ωB97M-V with the def2-TZVPD basis set
Pt -0.328 -0.191 0.155
C -0.382 -1.971 5.478
C -0.655 -0.476 5.386
N -1.802 -0.158 4.533
C -3.125 -0.108 5.173
C -3.969 -1.351 4.924
C -1.692 0.035 3.211
S -0.085 -0.046 2.539
N -2.825 0.363 2.593
C -3.191 0.218 1.332
O -2.583 -0.371 0.392
C -4.527 0.793 0.985
C -4.929 0.820 -0.349
C -6.155 1.361 -0.699
C -6.992 1.874 0.282
C -6.600 1.846 1.614
C -5.373 1.309 1.965
H 0.506 -2.154 6.084
H -0.209 -2.389 4.485
H -1.218 -2.499 5.937
H 0.219 0.051 5.009
H -0.871 -0.070 6.373
H -3.642 0.778 4.809
H -2.949 0.020 6.239
H -4.181 -1.466 3.862
H -4.920 -1.261 5.450
H -3.470 -2.250 5.284
H -4.273 0.409 -1.105
H -6.461 1.380 -1.736
H -7.952 2.294 0.009
H -7.254 2.243 2.379
H -5.057 1.283 2.998
C 0.245 -1.054 -5.678
C 1.076 0.172 -5.318
N 1.976 -0.073 -4.189
C 2.986 -1.118 -4.396
C 2.664 -2.460 -3.752
C 1.963 0.572 -3.001
S -0.816 0.345 -2.069
N 2.689 0.100 -2.052
C 2.820 0.389 -0.741
O 1.969 0.073 0.107
C 4.108 0.973 -0.285
C 4.263 1.282 1.065
C 5.430 1.882 1.506
C 6.443 2.177 0.601
C 6.292 1.868 -0.744
C 5.127 1.264 -1.188
H -0.452 -0.795 -6.475
H -0.331 -1.396 -4.817
H 0.864 -1.876 -6.034
H 0.394 0.983 -5.086
H 1.673 0.488 -6.178
H 3.930 -0.741 -4.002
H 3.100 -1.229 -5.474
H 2.725 -2.381 -2.668
H 3.389 -3.206 -4.079
H 1.671 -2.809 -4.032
H 3.460 1.051 1.752
H 5.552 2.122 2.554
H 7.353 2.649 0.947
H 7.080 2.098 -1.447
H 5.007 1.022 -2.236
C -1.053 2.519 0.096
C 0.017 2.589 -0.724
C 1.213 3.259 -0.307
C 2.276 3.478 -1.168
C 2.299 2.937 -2.435
C 1.270 1.950 -2.925
C -0.066 2.016 -2.130
C 3.388 3.168 -3.314
N 4.259 3.299 -4.059
H -2.011 2.134 -0.230
H -0.991 2.896 1.109
H 1.238 3.654 0.700
H 3.116 4.081 -0.849
H 1.042 2.232 -3.946
H -0.743 2.652 -2.703
C -1.834 -3.380 1.114
As -0.243 -2.691 0.263
C -0.078 -3.697 -1.388
C 1.225 -3.340 1.346
H -1.767 -4.460 1.241
H -2.698 -3.122 0.506
H -1.933 -2.899 2.087
H 0.044 -4.761 -1.193
H 0.789 -3.325 -1.928
H -0.968 -3.538 -1.995
H 1.281 -4.426 1.308
H 1.074 -3.007 2.371
H 2.151 -2.904 0.973
```

---

No. 8
Formula: C3H4O2
Source: the Open Molecules 2025 dataset
Level of theory: ωB97M-V with the def2-TZVPD basis set

Output
HOMO-LUMO gap	0.33092	Ha
E_LUMO	0.60	eV
ΔE to the lowest compared entry with this formula, charge and spin	4.2444	eV

Structure (XYZ):
```
9
C3H4O2 | the Open Molecules 2025 dataset | ωB97M-V with the def2-TZVPD basis set
C 0.441 -0.863 -0.370
C -0.446 0.400 -0.127
C 0.237 -0.462 -1.818
O -0.704 0.370 -1.545
O 0.429 1.384 0.044
H 1.546 -0.706 -0.060
H 0.061 -1.839 -0.105
H -1.320 0.470 0.447
H -0.017 2.276 -0.319
```

---

no.,strongest force on any atom (Eh/bohr),molecular weight (g mol⁻¹)
1,0.071,306.4
2,0.098,478.7
3,0.289,124.1
4,0.021,696.5
5,0.101,306.0
6,0.128,124.1
7,0.011,901.9
8,0.107,72.1